[1]
Entry from the OMol25 dataset: one molecule with the formula C4H2INO2 in a non-equilibrium geometry (ωB97M-V with the def2-TZVPD basis set).

Each atom is followed by the atoms it is bonded to, with distances in Å.
CARTESIAN COORDINATES (ANGSTROEM)
1 C -0.744 -0.456 -1.557  C3 1.406, N5 1.141
2 C 1.267 -0.411 -0.176  C3 1.370, O7 1.289, H9 1.074
3 C -0.069 -0.173 -0.357  C1 1.406, C2 1.370, C4 1.565
4 C -0.829 0.646 0.739  C3 1.565, O6 1.198, I8 2.175
5 N -1.405 -0.614 -2.473  C1 1.141
6 O -0.324 1.041 1.751  C4 1.198
7 O 1.875 -0.253 0.951  C2 1.289, H10 0.948
8 I -2.953 0.993 0.432  C4 2.175
9 H 1.736 -0.809 -1.057  C2 1.074
10 H 1.446 0.036 1.746  O7 0.948

Values from the calculation:
LUMO = -0.59 eV
ΔE to the lowest compared entry with this formula, charge and spin = 0.0 kJ/mol
DFT total energy = -17864.7006 eV
orbital gap = 9.33 eV
charge = 0

---

[2]
Entry from the OMol25 dataset: one molecule with the formula C4H2N2O in a non-equilibrium geometry (ωB97M-V with the def2-TZVPD basis set).

Each atom is followed by the atoms it is bonded to, with distances in Å.
CARTESIAN COORDINATES (ANGSTROEM)
1 C -2.338 -0.311 0.055  C2 1.218, H5 1.202
2 C -1.137 -0.113 0.009  C1 1.218, C3 1.333
3 C 0.180 -0.215 -0.162  C2 1.333, C4 1.331, N8 1.379
4 C 1.049 0.793 -0.193  C3 1.331, H6 1.289, O9 1.245
5 H -3.493 -0.202 0.368  C1 1.202
6 H 0.353 1.878 -0.179  C4 1.289
7 N 2.169 -1.004 0.102  N8 1.226, O9 1.493
8 N 1.012 -1.314 -0.159  C3 1.379, N7 1.226
9 O 2.204 0.487 0.160  C4 1.245, N7 1.493

Values from the calculation:
LUMO = 0.58 eV
ΔE to the lowest compared entry with this formula, charge and spin = 459.2 kJ/mol
DFT total energy = -9201.9800 eV
orbital gap = 9.93 eV
charge = 0

---

[3]
Entry from the OMol25 dataset: one molecule with the formula C4H2N2O in a non-equilibrium geometry (ωB97M-V with the def2-TZVPD basis set).

Each atom is followed by the atoms it is bonded to, with distances in Å.
CARTESIAN COORDINATES (ANGSTROEM)
1 C -1.343 -0.268 -0.403  C4 1.397, N5 1.138
2 C 0.661 1.730 -0.917  N6 1.147, O7 1.293
3 C 0.484 -1.047 0.949  C4 1.289, H8 1.011, H9 1.115
4 C -0.005 -0.334 -0.008  C1 1.397, C3 1.289, O7 1.622
5 N -2.462 -0.327 -0.606  C1 1.138
6 N 0.180 2.771 -0.897  C2 1.147
7 O 1.081 0.508 -0.871  C2 1.293, C4 1.622
8 H 1.451 -1.248 1.163  C3 1.011
9 H -0.049 -1.786 1.591  C3 1.115

Values from the calculation:
LUMO = -0.52 eV
ΔE to the lowest compared entry with this formula, charge and spin = 223.1 kJ/mol
DFT total energy = -9204.4269 eV
orbital gap = 10.74 eV
charge = 0

---

[4]
Entry from the OMol25 dataset: one molecule with the formula C4H2N2O in a non-equilibrium geometry (ωB97M-V with the def2-TZVPD basis set).

Each atom is followed by the atoms it is bonded to, with distances in Å.
CARTESIAN COORDINATES (ANGSTROEM)
1 N -1.311 0.568 0.186  C2 1.353, H8 1.008, H9 1.010
2 C -0.720 -0.618 -0.088  N1 1.353, O3 1.212, C4 1.519
3 O -1.312 -1.662 -0.253  C2 1.212
4 C 0.795 -0.583 -0.191  C2 1.519, C5 1.322, C6 1.436
5 C 1.561 -1.594 -0.566  C4 1.322
6 C 1.676 0.517 0.082  C4 1.436, N7 1.160
7 N 2.440 1.365 0.288  C6 1.160
8 H -0.809 1.434 0.298  N1 1.008
9 H -2.320 0.573 0.244  N1 1.010

Values from the calculation:
LUMO = -1.84 eV
ΔE to the lowest compared entry with this formula, charge and spin = 274.4 kJ/mol
DFT total energy = -9203.8957 eV
orbital gap = 9.32 eV
charge = 0

---

[5]
Entry from the OMol25 dataset: one molecule with the formula C4H2N2O in a non-equilibrium geometry (ωB97M-V with the def2-TZVPD basis set).

Each atom is followed by the atoms it is bonded to, with distances in Å.
CARTESIAN COORDINATES (ANGSTROEM)
1 C 0.207 -0.745 -0.925  C2 1.446, H5 1.093, O9 1.175
2 C -0.361 -0.186 0.281  C1 1.446, C3 1.462, C4 1.560, H6 1.212
3 C 0.720 0.073 1.230  C2 1.462, N7 1.135
4 C -1.141 1.096 -0.148  C2 1.560, N8 1.241
5 H 1.070 -1.373 -0.691  C1 1.093
6 H -1.128 -0.892 0.899  C2 1.212
7 N 1.602 0.171 1.937  C3 1.135
8 N -1.230 2.273 -0.532  C4 1.241
9 O 0.260 -0.416 -2.051  C1 1.175

Values from the calculation:
LUMO = -0.28 eV
ΔE to the lowest compared entry with this formula, charge and spin = 204.8 kJ/mol
DFT total energy = -9204.6163 eV
orbital gap = 10.97 eV
charge = 0

---

[6]
Entry from the OMol25 dataset: one molecule with the formula C4H2N2O in a non-equilibrium geometry (ωB97M-V with the def2-TZVPD basis set).

Each atom is followed by the atoms it is bonded to, with distances in Å.
CARTESIAN COORDINATES (ANGSTROEM)
1 C -0.353 -0.915 0.103  C4 1.276, N5 1.251
2 C -1.959 0.902 -0.056  N6 1.215, O7 1.138
3 C 2.029 -0.062 -0.002  C4 1.313, H8 1.049, H9 1.052
4 C 0.731 -0.243 0.082  C1 1.276, C3 1.313
5 N -1.568 -1.195 0.002  C1 1.251, N6 1.396
6 N -2.516 -0.171 0.061  C2 1.215, N5 1.396
7 O -1.179 1.730 -0.091  C2 1.138
8 H 2.329 0.930 0.157  C3 1.049
9 H 2.485 -0.976 -0.256  C3 1.052

Values from the calculation:
LUMO (spin up / spin down) = 0.28 / -3.03 eV
ΔE to the lowest compared entry with this formula, charge and spin = 50.0 kJ/mol
DFT total energy = -9200.1764 eV
orbital gap (spin up / spin down) = 7.14 / 6.63 eV
charge = 0
spin multiplicity = 3

---

Q: Which value of charge does entry 4 give?
A: 0